1.
This record from the OMol25 dataset describes an isolated molecule of C17H22N4O3S2 at a distorted geometry. The level of theory is ωB97M-V with the def2-TZVPD basis set.

Structure (XYZ):
```
48
Properties=species:S:1:pos:R:3:forces:R:3
C 3.464 7.484 3.943 0.05 0.18 -0.17
O 3.165 6.463 4.864 -0.10 -0.33 0.14
C 2.751 5.257 4.396 -0.05 -0.20 0.01
C 2.463 4.292 5.365 0.04 0.11 0.06
C 2.037 3.041 4.980 0.07 0.24 0.05
C 1.885 2.715 3.642 -0.06 -0.09 -0.33
C 2.165 3.667 2.672 -0.03 -0.14 0.35
N 2.050 3.443 1.305 0.30 0.72 0.01
C 1.588 2.399 0.587 -0.45 -1.02 0.03
N 1.601 2.440 -0.709 0.70 1.51 0.57
N 1.107 1.361 -1.296 -0.52 -1.16 -0.58
C 0.695 0.464 -0.477 0.13 0.22 0.52
S -0.005 -1.059 -0.906 -0.30 -0.47 -0.16
C -0.041 -0.895 -2.729 0.08 0.12 0.27
C -1.350 -1.425 -3.294 0.30 0.28 0.02
O -2.165 -0.662 -3.775 -0.11 0.26 -0.02
N -1.534 -2.762 -3.274 -0.16 -0.34 -0.14
C -2.802 -3.309 -3.720 -0.35 0.03 0.21
C -3.557 -3.897 -2.518 -0.26 0.20 -0.44
C -4.848 -4.576 -2.946 0.42 0.15 0.23
O -2.752 -4.862 -1.864 -0.02 -0.16 0.05
C -1.529 -4.324 -1.408 0.55 -0.03 0.03
C -0.760 -5.430 -0.700 -0.35 0.31 -0.20
C -0.731 -3.751 -2.594 -0.15 -0.17 0.39
S 0.903 0.896 1.223 0.16 0.44 -0.90
C 2.602 4.939 3.055 0.08 0.25 0.04
H 3.763 8.342 4.542 -0.01 -0.04 -0.09
H 4.290 7.200 3.282 -0.04 0.00 0.02
H 2.590 7.751 3.341 0.04 -0.02 0.02
H 2.583 4.554 6.404 0.01 0.03 0.14
H 1.819 2.297 5.730 -0.02 -0.06 0.08
H 1.557 1.726 3.373 0.02 -0.06 0.08
H 2.345 4.208 0.711 -0.07 -0.17 0.02
H 0.025 0.171 -2.940 -0.04 -0.18 -0.09
H 0.826 -1.413 -3.139 -0.02 0.06 -0.04
H -3.376 -2.506 -4.181 0.05 -0.13 0.02
H -2.609 -4.099 -4.452 -0.05 -0.01 0.01
H -3.774 -3.076 -1.813 0.05 -0.09 -0.10
H -4.627 -5.384 -3.638 0.00 -0.10 -0.11
H -5.505 -3.858 -3.427 -0.11 0.06 -0.06
H -5.347 -4.994 -2.076 -0.10 -0.04 0.06
H -1.734 -3.497 -0.704 0.00 -0.10 -0.11
H 0.166 -5.036 -0.291 0.14 0.01 0.07
H -0.537 -6.231 -1.399 0.07 -0.11 -0.07
H -1.365 -5.833 0.105 -0.02 -0.06 0.11
H 0.206 -3.332 -2.234 0.05 0.00 -0.05
H -0.514 -4.563 -3.298 0.07 0.01 0.09
H 2.817 5.664 2.284 0.02 0.11 -0.04
```
Forces are in eV/Å.

Results
Calculated total energy in eV: -51758.879
LUMO level in eV: 0.5
Structure (SMILES): COc1cccc(Nc2nnc(SCC(=O)N3C[C@@H](C)O[C@@H](C)C3)s2)c1
Gap between HOMO and LUMO in eV: 8.4
Relative energy (zero: lowest compared OMol25 entry of this formula, charge and spin) in kJ/mol: 219.6
HOMO in eV: -7.88

2.
This record from the OMol25 dataset describes C17H22N4O6V as an isolated structure. The level of theory is ωB97M-V with the def2-TZVPD basis set.

Structure (XYZ):
```
50
Properties=species:S:1:pos:R:3:forces:R:3
V 1.366 0.391 -0.169 -0.20 -0.08 -0.15
O -0.519 3.449 1.722 -0.01 0.00 0.00
C 0.174 2.524 1.335 0.03 0.07 0.01
O -0.056 1.748 0.338 0.10 -0.07 0.00
C 1.477 2.231 2.075 -0.09 0.00 0.00
C 1.767 2.858 3.274 0.07 -0.01 -0.01
C 2.949 2.541 3.919 -0.01 -0.01 -0.02
C 3.803 1.612 3.341 0.00 0.02 0.02
C 3.439 1.032 2.141 0.00 -0.01 -0.01
N 2.299 1.332 1.515 0.01 0.08 0.09
H 1.053 3.569 3.663 0.00 0.01 0.00
H 3.203 3.005 4.864 0.00 0.00 0.00
H 4.732 1.331 3.814 0.00 0.00 0.00
H 4.071 0.294 1.665 0.00 0.00 0.00
C -0.132 -4.267 -1.699 -0.01 0.02 0.00
C -1.389 -3.419 -1.545 0.02 0.00 -0.01
C -1.366 -2.541 -0.291 0.02 -0.02 0.00
C -2.598 -1.589 -0.221 -0.01 0.00 0.00
C -3.955 -2.278 -0.267 0.01 0.00 0.00
C -1.375 -3.407 0.959 -0.03 0.01 -0.01
O -2.054 -4.404 1.059 0.01 0.00 0.00
N -0.616 -2.955 2.012 0.02 0.01 0.00
C 0.345 -1.937 1.981 -0.06 -0.02 0.02
O 0.949 -1.646 2.989 0.01 -0.02 -0.01
N 0.561 -1.342 0.767 0.06 0.01 0.03
C -0.174 -1.615 -0.310 0.06 0.02 0.02
O 0.120 -0.976 -1.355 0.00 0.02 0.02
H -0.194 -4.887 -2.594 0.00 0.00 0.00
H -0.002 -4.935 -0.845 0.00 0.00 0.00
H 0.759 -3.642 -1.791 0.00 -0.01 0.00
H -2.263 -4.066 -1.485 0.00 0.01 0.00
H -1.508 -2.761 -2.408 -0.01 0.00 0.00
H -2.497 -0.898 -1.061 0.00 0.00 0.00
H -2.515 -0.985 0.687 0.00 0.00 0.00
H -4.113 -2.789 -1.217 -0.01 0.00 0.00
H -4.742 -1.532 -0.157 0.00 0.00 0.00
H -4.064 -3.011 0.531 0.00 0.00 0.00
H -0.685 -3.465 2.881 -0.01 -0.01 0.00
C -0.540 2.042 -2.593 0.01 -0.05 -0.02
N 0.491 3.066 -2.494 -0.06 -0.02 0.02
C 0.072 4.422 -2.796 0.08 0.07 -0.03
C 1.709 2.816 -2.046 -0.04 0.06 0.03
O 2.132 1.731 -1.624 0.04 -0.02 -0.04
H -1.065 2.176 -3.539 0.01 0.00 0.00
H -1.236 2.129 -1.760 0.01 0.01 0.02
H -0.089 1.055 -2.567 0.00 0.00 -0.01
H -0.282 4.486 -3.826 -0.01 0.00 0.01
H 0.909 5.104 -2.663 -0.01 0.01 -0.02
H -0.732 4.721 -2.123 0.00 -0.02 0.02
H 2.381 3.682 -2.086 0.00 0.00 0.01
```
Forces are in eV/Å.

Results
⟨S²⟩: 3.76
Calculated total energy in eV: -61924.095
Multiplicity: 4
LUMO level (alpha / beta) in eV: 0.3 / 0.3
Gap between HOMO and LUMO (alpha / beta) in eV: 7.8 / 9.7
Relative energy (zero: lowest compared OMol25 entry of this formula, charge and spin) in kJ/mol: 0.0
HOMO (alpha / beta) in eV: -7.46 / -9.47